This record from the OMol25 dataset describes a cluster of 12 separate species, C35H72BrN14O29PS in total at a distorted geometry. The level of theory is ωB97M-V with the def2-TZVPD basis set.

Summary:
- LUMO (hartree) = -0.045
- total energy (eV) = -207824.950
- SMILES = CCCC[C@](N=C(C)C)(O[C@](CCC(=O)Nc1ccccc1)([PH2]=N)[C@@H](COC(C)=O)OCBr)S(C)(=O)=O.C[N+](=O)[O-].C[N+](=O)[O-].C[N+](=O)[O-].C[N+](=O)[O-].C[N+](=O)[O-].C[N+](=O)[O-].C[N+](=O)[O-].C[N+](=O)[O-].C[N+](=O)[O-].C[N+](=O)[O-].C[N+](=O)[O-]

Last columns: bonded neighbours and bond lengths (Å).
Cartesian coordinates (Å):
1 Br -4.59 1.69 -3.44  C81 2.020
2 S 1.23 1.50 -2.38  O10 1.526, O14 1.531, C48 1.937, C61 1.850
3 P -1.90 -2.44 -1.39  N36 1.605, C80 1.946, H130 1.430, H150 1.443
4 O -0.05 -0.57 -1.36  C48 1.403, C80 1.415
5 O 11.48 5.82 -2.78  N35 1.222
6 O -3.40 -0.24 -1.63  C54 1.446, C81 1.433
7 O -6.18 4.51 5.81  N43 1.221
8 O -3.32 0.14 -6.09  N41 1.221
9 O -3.30 2.45 -0.50  C66 1.419, C74 1.488
10 O 0.41 1.09 -3.60  S2 1.526
11 O -3.72 -3.65 6.53  N38 1.222
12 O 10.19 7.51 -3.26  N35 1.219
13 O 12.65 2.06 -6.13  N44 1.219
14 O 0.86 2.89 -1.87  S2 1.531
15 O 0.11 -2.31 6.94  N34 1.220
16 O -3.57 3.35 1.59  C66 1.264
17 O -9.02 3.43 10.29  N40 1.220
18 O -7.50 5.67 4.53  N43 1.220
19 O 7.27 4.90 -6.03  N37 1.219
20 O 8.83 4.87 -4.52  N37 1.221
21 O -3.58 -0.90 2.67  C71 1.257
22 O -2.20 -0.14 -7.93  N41 1.220
23 O 10.63 2.85 -6.16  N44 1.221
24 O -1.30 -8.56 -1.46  N46 1.222
25 O -4.71 -6.67 -0.95  N39 1.220
26 O -10.59 3.46 8.79  N40 1.220
27 O 5.31 3.36 -1.96  N42 1.220
28 O -4.55 -5.65 6.61  N38 1.218
29 O 0.59 -8.07 -0.50  N46 1.220
30 O -4.25 -7.45 1.03  N39 1.225
31 O 6.41 5.08 -1.22  N42 1.220
32 O 0.37 -1.66 4.88  N34 1.222
33 N -4.23 -3.08 2.08  C67 1.478, C71 1.473, H83 1.039
34 N -0.29 -1.80 5.90  O15 1.220, O32 1.222, C47 1.487
35 N 10.45 6.48 -2.66  O5 1.222, O12 1.219, C73 1.486
36 N -1.00 -3.75 -1.21  P3 1.605, H90 1.031
37 N 8.42 5.05 -5.66  O19 1.219, O20 1.221, C77 1.486
38 N -3.63 -4.86 6.68  O11 1.222, O28 1.218, C70 1.487
39 N -4.59 -7.57 -0.14  O25 1.220, O30 1.225, C72 1.486
40 N -9.43 3.60 9.15  O17 1.220, O26 1.220, C69 1.487
41 N -2.33 0.28 -6.79  O8 1.221, O22 1.220, C68 1.485
42 N 5.49 4.56 -1.82  O27 1.220, O31 1.220, C49 1.486
43 N -6.72 4.75 4.74  O7 1.221, O18 1.220, C50 1.486
44 N 11.66 2.52 -5.59  O13 1.219, O23 1.221, C59 1.486
45 N 0.94 1.08 0.22  C48 1.451, C75 1.314
46 N -0.60 -7.90 -0.70  O24 1.222, O29 1.220, C55 1.485
47 C -1.69 -1.30 5.88  N34 1.487, H93 1.088, H117 1.089, H132 1.090
48 C 1.04 0.21 -0.94  S2 1.937, O4 1.403, N45 1.451, C58 1.609
49 C 4.48 5.46 -2.44  N42 1.486, H84 1.090, H98 1.088, H123 1.090
50 C -6.40 3.85 3.61  N43 1.486, H82 1.089, H135 1.088, H143 1.090
51 C -6.80 -2.97 -1.75  C52 1.557, C65 1.551, H141 1.143
52 C -6.74 -1.73 -0.81  C51 1.557, C53 1.553, H92 1.145
53 C -5.92 -1.67 0.51  C52 1.553, C67 1.547, H114 1.142
54 C -2.43 0.17 -0.64  O6 1.446, C74 1.596, C80 1.644, H131 1.160
55 C -1.27 -6.81 0.06  N46 1.485, H89 1.090, H118 1.090, H144 1.088
56 C 2.41 -2.05 -0.29  C58 1.596, C79 1.638, H94 1.135, H129 1.138
57 C -1.72 -2.36 1.71  C64 1.570, C71 1.618, H101 1.137, H119 1.162
58 C 2.37 -0.67 -1.10  C48 1.609, C56 1.596, H85 1.160, H87 1.137
59 C 11.69 2.69 -4.12  N44 1.486, H121 1.088, H127 1.089, H151 1.090
60 C 3.18 2.03 0.86  C75 1.627, H97 1.144, H138 1.155, H152 1.152
61 C 2.98 1.65 -2.98  S2 1.850, H103 1.141, H113 1.148, H126 1.145
62 C 1.94 0.22 2.47  C75 1.595, H91 1.139, H107 1.157, H153 1.159
63 C -5.18 -4.18 -0.05  C65 1.544, C67 1.573, H115 1.145
64 C -0.93 -1.20 1.01  C57 1.570, C80 1.584, H124 1.157, H142 1.159
65 C -6.00 -4.24 -1.36  C51 1.551, C63 1.544, H122 1.139
66 C -3.13 3.52 0.42  O9 1.419, O16 1.264, C76 1.593
67 C -5.10 -2.93 0.89  N33 1.478, C53 1.547, C63 1.573
68 C -1.19 1.01 -6.20  N41 1.485, H95 1.088, H104 1.090, H105 1.088
69 C -8.45 4.00 8.12  N40 1.487, H100 1.088, H102 1.089, H110 1.089
70 C -2.28 -5.42 6.96  N38 1.487, H109 1.089, H147 1.089, H148 1.089
71 C -3.23 -2.00 2.18  O21 1.257, N33 1.473, C57 1.618
72 C -4.88 -8.95 -0.63  N39 1.486, H112 1.088, H120 1.090, H133 1.090
73 C 9.43 5.98 -1.70  N35 1.486, H128 1.088, H137 1.089, H140 1.088
74 C -2.02 1.71 -0.64  O9 1.488, C54 1.596, H99 1.139, H125 1.156
75 C 1.91 1.05 1.11  N45 1.314, C60 1.627, C62 1.595
76 C -2.46 4.93 0.10  C66 1.593, H106 1.157, H108 1.140, H111 1.151
77 C 9.41 5.48 -6.68  N37 1.486, H116 1.090, H136 1.089, H146 1.088
78 C 4.03 -3.88 0.59  C79 1.624, H86 1.144, H88 1.145, H145 1.149
79 C 3.96 -2.58 -0.39  C56 1.638, C78 1.624, H134 1.144, H149 1.149
80 C -1.15 -0.86 -0.52  P3 1.946, O4 1.415, C54 1.644, C64 1.584
81 C -3.20 0.32 -2.93  Br1 2.020, O6 1.433, H96 1.157, H139 1.139
82 H -6.71 2.84 3.90  C50 1.089
83 H -4.85 -3.04 2.91  N33 1.039
84 H 3.51 5.23 -2.00  C49 1.090
85 H 2.41 -0.96 -2.22  C58 1.160
86 H 3.55 -3.68 1.61  C78 1.144
87 H 3.35 -0.13 -0.90  C58 1.137
88 H 3.50 -4.76 0.10  C78 1.145
89 H -2.06 -7.27 0.66  C55 1.090
90 H -0.21 -3.47 -0.60  N36 1.031
91 H 0.93 -0.15 2.84  C62 1.139
92 H -7.31 -0.78 -1.09  C52 1.145
93 H -2.14 -1.49 6.85  C47 1.088
94 H 2.20 -2.00 0.82  C56 1.135
95 H -0.38 1.06 -6.93  C68 1.088
96 H -3.40 -0.54 -3.68  C81 1.157
97 H 4.10 1.44 0.51  C60 1.144
98 H 4.76 6.49 -2.24  C49 1.088
99 H -1.56 2.09 -1.61  C74 1.139
100 H -7.47 4.09 8.58  C69 1.088
101 H -1.76 -3.38 1.21  C57 1.137
102 H -8.77 4.96 7.72  C69 1.089
103 H 3.25 0.66 -3.48  C61 1.141
104 H -1.53 2.01 -5.95  C68 1.090
105 H -0.87 0.47 -5.31  C68 1.088
106 H -1.41 4.94 0.59  C76 1.157
107 H 2.73 -0.63 2.46  C62 1.157
108 H -2.30 5.15 -1.01  C76 1.140
109 H -2.04 -6.12 6.16  C70 1.089
110 H -8.45 3.23 7.35  C69 1.089
111 H -3.03 5.80 0.59  C76 1.151
112 H -4.73 -9.65 0.20  C72 1.088
113 H 3.71 1.85 -2.12  C61 1.148
114 H -5.87 -0.77 1.21  C53 1.142
115 H -4.58 -5.12 0.23  C63 1.145
116 H 9.08 6.44 -7.06  C77 1.090
117 H -2.21 -1.84 5.09  C47 1.089
118 H -1.68 -6.11 -0.67  C55 1.090
119 H -1.18 -2.55 2.72  C57 1.162
120 H -4.19 -9.16 -1.44  C72 1.090
121 H 12.66 2.35 -3.75  C59 1.088
122 H -6.00 -5.16 -2.02  C65 1.139
123 H 4.48 5.26 -3.52  C49 1.090
124 H 0.20 -1.39 1.17  C64 1.157
125 H -1.42 2.02 0.30  C74 1.156
126 H 3.01 2.46 -3.79  C61 1.145
127 H 10.89 2.08 -3.70  C59 1.089
128 H 9.79 5.06 -1.24  C73 1.088
129 H 1.81 -2.82 -0.88  C56 1.138
130 H -3.22 -2.71 -0.94  P3 1.430
131 H -2.97 0.02 0.38  C54 1.160
132 H -1.65 -0.23 5.67  C47 1.090
133 H -5.91 -8.96 -0.97  C72 1.090
134 H 4.19 -2.93 -1.46  C79 1.144
135 H -6.95 4.18 2.73  C50 1.088
136 H 9.42 4.72 -7.46  C77 1.089
137 H 9.28 6.75 -0.95  C73 1.089
138 H 2.93 2.80 0.04  C60 1.155
139 H -2.14 0.68 -3.17  C81 1.139
140 H 8.52 5.79 -2.27  C73 1.088
141 H -7.41 -2.95 -2.72  C51 1.143
142 H -1.13 -0.22 1.61  C64 1.159
143 H -5.33 3.90 3.44  C50 1.090
144 H -0.54 -6.32 0.69  C55 1.088
145 H 5.13 -4.16 0.71  C78 1.149
146 H 10.38 5.57 -6.20  C77 1.088
147 H -2.33 -5.93 7.92  C70 1.089
148 H -1.56 -4.60 6.99  C70 1.089
149 H 4.65 -1.75 -0.02  C79 1.149
150 H -1.94 -2.12 -2.80  P3 1.443
151 H 11.55 3.75 -3.91  C59 1.090
152 H 3.49 2.56 1.84  C60 1.152
153 H 2.32 0.95 3.29  C62 1.159